1.
Density functional theory data (ωB97M-V/def2-TZVPD) for a gas-phase ion, CN3O3 (charge -1).

SMILES: O=C=NN([O-])N=O
Net charge: -1
E_tot (a.u.): -427.9714
Maximum force (eV Å⁻¹): 3.072

Last column: Mulliken charge in e.
Atoms and positions in Å:
O  -0.06473  -0.63392  2.16731  -0.4506
C  -0.15981  -0.85833  1.03000  0.6663
N  -0.25714  -1.10145  -0.14483  -0.5214
N  0.26601  0.08685  -0.90078  0.8845
O  1.40455  -0.23422  -1.28683  -0.7687
N  -0.04090  1.29215  -0.74033  -0.1741
O  -1.14797  1.44893  -0.12454  -0.6360

---

2.
Density functional theory data (ωB97M-V/def2-TZVPD) for a molecular structure, CH9N4O.

Net charge: +1
E_tot (a.u.): -337.3969
Maximum force (eV Å⁻¹): 4.528

Last column: Mulliken charge in e.
Atoms and positions in Å:
C  -1.08697  0.69148  -0.22102  -0.4685
N  -2.27936  -0.03259  0.19910  -0.6273
N  2.47450  0.38280  0.17705  -0.7303
N  0.06489  -0.18242  -0.13862  -0.1761
N  -0.28797  -1.40155  -0.22099  0.5599
O  0.49745  -2.30043  -0.31310  -0.5576
H  -1.21958  0.86201  -1.38235  0.3086
H  -1.14361  1.49423  0.42649  0.3945
H  1.26066  0.20517  0.02696  0.4949
H  -3.10361  0.37579  -0.21139  0.2447
H  2.78687  0.55788  1.15493  0.3341
H  2.63075  1.26734  -0.44716  0.3775
H  3.08074  -0.29351  -0.15184  0.2969
H  -2.43187  -0.06631  1.20321  0.2249
H  -1.24292  -1.55989  -0.10129  0.3239

---

3.
Density functional theory data (ωB97M-V/def2-TZVPD) for 2 unconnected molecules or ions with the total composition C3H10NS2.

Net charge: +1
E_tot (a.u.): -971.1524
Maximum force (eV Å⁻¹): 0.305

Last column: Mulliken charge in e.
Atoms and positions in Å:
C  1.82561  -1.55390  -1.95962  -0.0608
N  0.75345  -1.68506  -1.29954  -0.0084
H  2.32655  -0.59056  -1.91340  0.2932
H  2.22925  -2.37336  -2.53618  0.2838
H  0.19728  -2.53501  -1.34637  0.2657
H  0.38142  -0.87822  -0.75931  -0.0146
C  -1.77296  0.86611  -1.19821  -0.7888
S  -0.25244  1.20042  -0.27294  -0.0681
S  -0.62204  -0.07699  1.35471  -0.0062
C  1.02165  0.01349  2.09962  -0.7590
H  -1.94711  -0.20704  -1.27506  0.2993
H  -2.62526  1.34960  -0.73130  0.3168
H  -1.60730  1.28729  -2.18516  0.3491
H  1.35145  1.04770  2.17749  0.3189
H  0.91125  -0.39343  3.10246  0.3166
H  1.75409  -0.57751  1.55806  0.2626

---

4.
Density functional theory data (ωB97M-V/def2-TZVPD) for a molecular structure, C4H8O2.

E_tot (a.u.): -307.5768
Maximum force (eV Å⁻¹): 1.725

Last column: Mulliken charge in e.
Atoms and positions in Å:
C  2.04329  0.25228  -0.52551  -0.6119
O  1.05890  -0.46905  0.24234  -0.3822
C  -0.62998  -0.10707  -0.17977  0.2861
C  -1.89657  -0.93634  0.04009  -1.2247
C  -0.13861  0.75267  0.89035  0.1577
O  0.10934  1.92813  0.67396  -0.6181
H  3.02486  0.23054  -0.01564  0.2431
H  2.15487  -0.23772  -1.49223  0.2384
H  1.77735  1.31309  -0.64892  0.3100
H  -0.55630  0.31522  -1.17944  0.3147
H  -2.15525  -1.60427  -0.78633  0.3190
H  -1.89351  -1.48031  0.98636  0.3415
H  -2.74446  -0.21675  0.11252  0.3300
H  -0.15393  0.25959  1.88221  0.2964

---

5.
Density functional theory data (ωB97M-V/def2-TZVPD) for a molecular structure, C28H28CoN9OS2Si.

Net charge: -1
Spin multiplicity: 4
E_tot (a.u.): -4120.5827
Maximum force (eV Å⁻¹): 0.631

Last column: Mulliken charge in e.
Atoms and positions in Å:
Co  0.37561  1.22432  0.27566  0.6116
N  -1.53052  3.24365  3.50841  0.1002
C  -1.18501  2.04647  3.02243  -0.5013
N  -0.85884  2.17014  1.76146  0.1416
C  -0.99689  3.51194  1.49919  0.2422
N  -1.41553  4.20380  2.55430  -0.9430
C  -0.66533  3.96916  0.18631  0.1521
C  -0.99406  5.23349  -0.28431  -0.4382
N  -0.82816  5.63394  -1.53420  -0.7900
C  -0.33430  4.64942  -2.35415  -0.4605
C  0.02779  3.40806  -1.91689  -0.7231
N  -0.05621  3.01571  -0.62394  0.9550
H  -1.78501  3.49235  4.44527  0.1850
H  -1.16209  1.13810  3.59971  0.5744
H  -1.43418  5.93952  0.41390  0.4362
H  -0.23429  4.89859  -3.40409  0.3796
H  0.42352  2.68597  -2.62010  0.3003
S  2.21577  1.61493  1.95228  -0.4994
C  2.54337  -0.01003  2.45562  0.4886
C  3.48519  -0.21977  3.46257  -0.9460
C  3.79385  -1.48895  3.92981  0.6098
C  4.74805  -1.63573  4.97231  -0.0948
N  5.51757  -1.72798  5.82320  -0.5846
C  3.15635  -2.61036  3.36354  0.2679
C  2.22627  -2.41466  2.34780  -0.8498
C  1.89895  -1.14137  1.88938  0.1006
S  0.69839  -0.99811  0.63421  -0.1202
C  3.43836  -3.92784  3.81029  -0.1166
N  3.64625  -5.00652  4.15521  -0.6011
H  3.98444  0.63842  3.89257  0.4946
H  1.73714  -3.27106  1.90478  0.5214
C  -3.38084  -3.48856  -0.06960  -1.1580
N  -3.58438  -2.10611  -0.49029  -0.3155
N  -2.46940  -1.56181  -1.14170  0.9261
C  -2.19016  -0.29332  -0.66250  0.1883
O  -1.31934  0.43812  -1.11552  -0.6789
C  -3.14493  -0.08148  0.40583  -0.8827
C  -3.92035  -1.17909  0.49457  0.7062
C  -4.99371  -1.49853  1.47234  -1.6705
C  -2.02504  -2.09528  -2.36506  0.0190
C  -2.92869  -2.67121  -3.25482  -0.0579
C  -2.46613  -3.18474  -4.45444  -0.6334
C  -1.11922  -3.10353  -4.77618  -0.4556
C  -0.22948  -2.51714  -3.88727  -0.8436
C  -0.67058  -2.02222  -2.67212  0.1144
H  -3.14035  -4.09173  -0.94192  0.4020
H  -4.30712  -3.85955  0.36354  0.4383
H  -2.56647  -3.56322  0.65709  0.2735
H  -3.20119  0.82172  0.98531  0.4542
H  -5.25159  -0.60433  2.03450  0.3893
H  -4.66085  -2.25991  2.17981  0.3399
H  -5.88790  -1.86832  0.96968  0.3622
H  -3.97944  -2.70278  -3.00273  0.4635
H  -3.16482  -3.63628  -5.14660  0.3714
H  -0.76350  -3.49597  -5.71938  0.3884
H  0.82213  -2.44844  -4.13302  0.3843
H  0.01489  -1.58158  -1.96398  0.1713
C  3.98847  0.16522  -0.37536  -1.3918
Si  2.48959  1.26417  -0.75225  1.2003
C  3.16974  3.02041  -0.93095  -1.3180
C  1.94733  0.60602  -2.46990  -1.3556
H  4.60191  0.16601  -1.28166  0.4906
H  3.72613  -0.86874  -0.15876  0.3288
H  4.59237  0.55245  0.44337  0.2649
H  4.14190  2.96679  -1.42630  0.4087
H  3.31652  3.48425  0.04246  0.3325
H  2.52086  3.66421  -1.51990  0.3876
H  2.53101  1.10558  -3.24787  0.5112
H  0.89059  0.72400  -2.70156  0.3238
H  2.17558  -0.46066  -2.50938  0.2284

---

6.
Density functional theory data (ωB97M-V/def2-TZVPD) for a molecular structure, ClH14NaO7.

E_tot (a.u.): -1157.6391
Maximum force (eV Å⁻¹): 0.818

Last column: Mulliken charge in e.
Atoms and positions in Å:
Na  0.84435  2.98451  1.84935  0.8558
Cl  0.33814  0.40943  0.86748  -0.7811
O  0.36117  -2.92640  0.84958  -0.6171
H  -0.57018  -3.17102  0.83561  0.3177
H  0.36372  -1.96673  0.98309  0.2313
O  0.36025  -0.01146  -2.69523  -0.5874
H  0.55666  0.21172  -1.77869  0.3008
H  0.55242  -0.95205  -2.76401  0.3169
O  -2.89661  0.47880  1.68879  -0.6324
H  -2.76864  -0.06344  2.47457  0.3217
H  -2.01154  0.53995  1.29563  0.2352
O  -1.68656  2.54321  -0.86024  -0.6075
H  -1.58306  2.70159  -1.80532  0.3276
H  -0.98004  1.91508  -0.64571  0.3186
O  3.25747  2.02126  1.03973  -0.6487
H  3.51419  1.40667  1.73981  0.3646
H  2.59352  1.51537  0.53788  0.3217
O  2.82071  -1.40936  -0.60046  -0.6174
H  2.21807  -2.15492  -0.72029  0.3568
H  2.25650  -0.70654  -0.25428  0.1880
O  -2.48252  -1.21711  -1.06510  -0.5838
H  -3.24321  -1.32277  -0.48194  0.3228
H  -1.81481  -0.82583  -0.49025  0.2960